(1)
Here is a cluster of 2 separate species, C4H12N2O3 in total at a distorted geometry from the Open Molecules 2025 dataset. Energies are from wB97M-V/def2-TZVPD.

Properties
highest occupied orbital energy = -0.3241 hartree
SMILES string = O=CNCCNCO.O
LUMO level = 0.68 eV
Kohn-Sham gap = 9.50 eV
molecular weight = 136.2 g/mol
net charge = 0
ΔE to the lowest compared entry with this formula, charge and spin = 254.20 kJ/mol

Atoms and positions in Å:
H -0.3975 0.9683 -1.9855
C -1.1604 0.8605 2.0142
H 0.4980 -0.3156 1.6348
H 3.0319 0.5089 0.6420
H 1.7597 -0.2857 0.3654
H 1.2142 -2.2584 -2.1368
O -0.2490 -0.1820 2.2961
H -1.5121 1.0992 3.0184
H 0.3665 1.1413 -0.5307
H -2.4986 -0.4595 1.1614
C 1.1011 -1.2536 -1.8919
C -0.3714 0.4546 -0.9611
O 1.5684 -0.3863 -2.5797
O 2.3406 0.0396 1.0295
H -0.6435 1.8494 1.7962
H -2.4448 -0.0040 -1.1323
H -2.2528 1.7020 -0.5899
N -2.0381 0.4510 0.9248
H -0.3556 -1.5458 -0.5462
N 0.2226 -0.8181 -0.9072
C -1.7923 0.6718 -0.4590

Atomic forces in eV per Å
H 0.1753 -1.5355 0.6487
C 1.7387 0.5999 -1.4148
H -1.6245 0.8620 1.4021
H 1.6258 1.1572 -1.1909
H -0.3766 -0.4003 -1.4032
H 0.2524 -2.2513 0.3881
O 1.7109 -0.6951 -0.4314
H -1.3882 -0.4922 -0.3368
H -0.4327 0.2668 0.6439
H 0.8137 1.3334 -0.3438
C -1.7175 3.8332 0.0419
C 0.4760 4.4546 -1.7689
O 1.4396 0.1572 -0.9793
O -0.9278 -0.8358 2.2721
H -0.3479 -1.1179 -0.5493
H 0.6612 0.8210 1.4069
H 1.4756 -0.8117 -0.9530
N -1.7670 -1.7465 2.8655
H -0.4244 -0.4730 0.4922
N -0.1154 -3.0910 -0.0992
C -1.2472 -0.0350 -0.6909

(2)
Here is the molecule C6H12O from the Open Molecules 2025 dataset. Energies are from wB97M-V/def2-TZVPD.

Properties
highest occupied orbital energy = -0.2974 hartree
LUMO level = 0.69 eV
Kohn-Sham gap = 8.79 eV
molecular weight = 100.2 g/mol
net charge = 0
ΔE to the lowest compared entry with this formula, charge and spin = 395.49 kJ/mol

Atoms and positions in Å:
H 2.1290 -1.3708 1.1681
H -1.6919 1.8761 0.9318
H -1.8247 0.5890 2.1479
C -0.0518 -0.1237 -0.7559
C -1.2021 0.9803 1.3400
O 0.0808 -1.4068 1.1900
H -0.0664 -1.2877 -0.1490
H 1.3725 -0.0529 2.0682
H -1.2847 -0.6527 -2.4539
C -0.3236 -0.1686 -2.2404
C 1.2749 -0.6813 1.1707
C -1.0841 0.0028 0.2134
H -0.2360 1.2856 1.7444
H -2.0278 -0.4850 -0.0474
H 0.4590 -0.7315 -2.7613
H -0.3545 0.8351 -2.6832
H 2.1051 -0.0824 -0.8276
H 1.4340 1.2668 0.0959
C 1.2922 0.2077 -0.1517

Atomic forces in eV per Å
H -0.0937 0.1042 -0.0396
H 0.0325 -0.0979 0.0246
H 0.0899 0.0521 -0.1232
C -0.1057 0.2013 0.0538
C 0.1018 -0.0802 0.0441
O 0.0400 -0.1050 0.0501
H -0.0766 -0.0238 0.0719
H -0.0201 -0.0627 -0.1218
H 0.1382 0.0742 0.0427
C -0.0057 -0.0303 -0.0536
C 0.1503 0.0594 0.1212
C -0.0042 0.0260 -0.2030
H -0.1391 -0.0265 -0.0708
H 0.1230 0.0807 0.0126
H -0.1122 0.0792 0.0938
H -0.0010 -0.1348 0.0584
H -0.1229 0.0393 0.1031
H -0.0279 -0.1616 -0.0285
C 0.0332 0.0063 -0.0359

(3)
Here is a cluster of 2 separate species, C5H8N2 in total at a distorted geometry from the Open Molecules 2025 dataset. Energies are from wB97M-V/def2-TZVPD.

Properties
highest occupied orbital energy (spin up / spin down) = -0.3847 / -0.3054 hartree
LUMO level (spin up / spin down) = 0.48 / -1.17 eV
Kohn-Sham gap (spin up / spin down) = 10.95 / 7.14 eV
molecular weight = 96.1 g/mol
net charge = 0
ΔE to the lowest compared entry with this formula, charge and spin = 564.31 kJ/mol

Atoms and positions in Å:
H -2.7512 0.7976 -0.4148
H 0.6304 0.3252 -2.2808
C 1.8856 -0.5027 1.4493
H -1.5085 0.7831 0.8573
C -1.0094 -0.3679 -0.9102
N 0.2278 -1.0323 -0.5611
H 1.8182 -0.4551 0.3922
H -1.4997 -0.8188 -1.7839
H -2.5238 -0.6508 0.5801
H 1.2722 0.0965 2.1097
C 0.8065 1.3284 -0.3939
C 0.2804 0.2769 -1.2474
C -2.0014 0.1778 0.0914
N 1.3495 1.9852 0.3955
H 2.6750 -1.1069 1.8948

Atomic forces in eV per Å
H 0.2318 -0.1195 0.0425
H -0.0437 -0.1947 0.2891
C 0.6554 -0.4375 1.0015
H -0.0391 -0.1023 -0.0829
C -0.3451 0.1838 -0.3807
N -0.8150 -0.2688 -0.6819
H 0.4919 0.0504 0.1911
H 0.2180 -0.0651 0.2576
H 0.0860 0.1304 -0.0316
H 0.0312 -0.0785 -0.2803
C 0.7303 0.7801 0.8916
C 0.0672 0.4965 -0.0662
C 0.0847 -0.1207 0.2531
N -1.0108 -0.2416 -1.3314
H -0.3428 -0.0123 -0.0714

(4)
Here is a structure of composition C37H31F12N2O4S4V from the Open Molecules 2025 dataset. Energies are from wB97M-V/def2-TZVPD.

Properties
highest occupied orbital energy (spin up / spin down) = -0.0550 / -0.0603 hartree
LUMO level (spin up / spin down) = 3.79 / 3.79 eV
Kohn-Sham gap (spin up / spin down) = 5.28 / 5.43 eV
expectation value of S² = 2.012
molecular weight = 974.9 g/mol
net charge = -2
multiplicity = 3
ΔE to the lowest compared entry with this formula, charge and spin = 242.56 kJ/mol

Atoms and positions in Å:
C -1.4284 -4.2648 0.9912
H -3.8823 6.6734 1.8317
C 0.9673 0.5735 3.8808
C -0.5780 -1.3073 -2.7537
F -0.7445 0.3098 -4.5323
H 1.9282 -1.3664 1.8211
V -0.9003 -0.1541 0.0087
H 1.1559 -3.7271 0.8883
H -2.0427 -6.0790 1.9378
H -1.1011 3.4041 1.6745
H -4.7178 -5.0539 3.8576
C -2.3737 -2.2193 1.8484
O -2.7376 -0.3818 0.3316
F -3.9437 -0.2703 3.6810
H 1.3589 3.2010 0.5186
H 2.0295 1.1768 -1.9043
C 2.4180 -3.7039 -2.2534
F 1.2359 -0.1814 -3.8658
C -3.4212 5.9392 -0.1281
C -2.6256 -0.7111 1.6992
H 3.5224 2.1478 -1.8363
C 2.2838 -4.0188 -0.9069
C -2.4686 5.0620 1.9063
F 0.2172 -1.6004 2.8368
H -3.3801 -4.7598 4.9636
S 1.9157 -0.0878 5.0711
O -0.9032 -0.2284 -2.0105
C 0.7365 4.6857 -2.4736
C -2.9041 -4.3656 2.8940
H 3.5335 0.5210 -2.5627
C -3.3035 5.9613 1.2559
H 1.5880 -2.6134 -3.8593
C 1.5172 3.8515 -0.3365
C 1.4752 -2.8502 -2.8107
H 3.4261 4.5672 0.3003
O 1.2668 -0.0344 -0.1957
F -1.3847 0.9874 4.6023
O -0.4966 1.9272 -0.1115
H 5.2725 1.4466 -0.3757
H 4.3793 -3.5030 -3.1503
C -1.4140 0.1432 2.1442
C -2.7006 5.0109 -0.8653
C -3.9771 -0.2879 2.3288
C 2.4202 -0.0867 0.2196
C -1.8582 -2.1135 -3.1541
S -0.6600 -0.3354 3.7384
C -3.0239 -2.9808 2.8056
C 4.7906 0.5063 -0.0980
C -3.6320 -5.1321 3.9673
H 3.0145 -4.6614 -0.4240
H 5.3139 -0.3093 -0.6136
H 3.7676 5.9812 -1.7071
C 0.5583 3.9162 -1.3366
C 3.5640 -4.2296 -3.0789
C 0.2651 -2.6614 -0.7283
H 3.9761 -5.1415 -2.6423
H -2.8042 4.9585 -1.9431
C 1.2363 -3.5074 -0.1687
C 1.8979 5.4362 -2.6025
C 0.0084 -0.7003 -4.0742
H -3.3703 -6.1920 3.9329
C 2.6710 4.6076 -0.4747
C -1.8586 4.1355 -0.1983
N 3.3971 0.5715 -0.4659
H -0.8293 -4.7909 0.2611
F -2.7007 -1.3822 -3.9171
F -4.9941 -1.1198 1.9839
H -0.0145 4.6873 -3.2548
F -1.5661 -3.2252 -3.8824
H 2.0557 6.0383 -3.4887
F -2.5434 -2.5191 -2.0927
H -3.6644 -2.4886 3.5252
F -1.8896 1.4605 2.2744
C -1.4678 -2.8623 0.9578
H -4.0890 6.6279 -0.6308
C 2.8600 5.3992 -1.6020
C 2.8141 -0.8755 1.4299
S 1.2669 1.8692 2.8831
C -1.7306 4.1372 1.1813
H 3.1965 -0.2177 2.2133
H 3.5772 -1.6123 1.1670
C 3.1055 1.1400 -1.7667
F 0.1316 -1.5625 -5.1193
F -4.3789 0.9297 1.9395
H -2.3968 5.0593 2.9860
C -2.1228 -4.9952 1.9409
H 4.9022 0.3742 0.9736
N -0.7293 -2.1146 0.0683
H 3.2454 -4.4596 -4.0978
C 0.4158 -2.3021 -2.0913
S -0.9261 2.9245 -1.1366

Atomic forces in eV per Å
C -0.0040 0.0034 0.0036
H 0.0019 -0.0012 0.0033
C -0.0048 0.0094 0.0065
C 0.0097 0.0166 0.0128
F 0.0027 -0.0131 -0.0010
H -0.0051 -0.0033 0.0002
V 0.2603 -0.2021 0.1614
H -0.0061 0.0017 -0.0016
H 0.0011 -0.0033 -0.0013
H 0.0091 -0.0242 0.0004
H -0.0046 0.0039 0.0008
C -0.0109 -0.0233 0.0177
O -0.0257 0.0789 -0.0118
F 0.0079 0.0165 -0.0112
H -0.0037 -0.0041 -0.0024
H 0.0067 -0.0005 0.0019
C -0.0081 0.0057 0.0044
F -0.0083 -0.0175 -0.0080
C -0.0008 -0.0058 -0.0151
C 0.0202 0.0452 0.0002
H -0.0005 0.0051 -0.0004
C 0.0058 0.0093 -0.0076
C 0.0051 -0.0109 -0.0006
F 0.0061 0.0219 0.0423
H 0.0019 -0.0023 0.0026
S 0.0119 -0.0032 0.0056
O -0.0111 -0.0257 0.0132
C 0.0235 -0.0043 0.0001
C -0.0103 0.0001 0.0032
H 0.0046 0.0052 0.0022
C -0.0020 0.0018 0.0050
H 0.0028 -0.0059 -0.0018
C 0.0000 -0.0005 0.0035
C 0.0049 0.0031 -0.0040
H 0.0001 -0.0023 0.0013
O 0.0618 0.0171 -0.0355
F 0.0047 -0.0503 0.0245
O -0.3382 0.0090 -0.0184
H -0.0009 -0.0020 0.0037
H 0.0018 0.0021 0.0023
C -0.0428 0.0628 -0.0619
C -0.0032 0.0140 0.0162
C -0.0247 0.0071 -0.0012
C -0.0084 -0.0173 -0.0179
C -0.0216 -0.0118 -0.0243
S 0.0420 0.0261 -0.0570
C -0.0025 -0.0004 -0.0058
C 0.0001 -0.0038 -0.0046
C 0.0055 0.0012 -0.0015
H 0.0028 -0.0018 -0.0002
H 0.0012 0.0019 -0.0006
H 0.0018 0.0004 0.0004
C 0.0064 -0.0090 0.0089
C 0.0003 -0.0031 -0.0032
C 0.0144 -0.0150 -0.0654
H 0.0005 -0.0011 -0.0004
H 0.0040 -0.0059 -0.0050
C 0.0022 0.0053 0.0145
C -0.0106 -0.0049 0.0006
C -0.0001 0.0096 -0.0275
H -0.0017 -0.0029 -0.0029
C 0.0003 0.0120 -0.0089
C 0.0168 0.0057 -0.0035
N 0.0170 0.0105 -0.0016
H -0.0061 -0.0020 0.0004
F 0.0211 -0.0247 0.0209
F 0.0076 -0.0094 -0.0076
H -0.0055 0.0002 -0.0021
F -0.0041 0.0321 0.0212
H 0.0009 0.0008 0.0011
F 0.0138 0.0113 -0.0037
H 0.0022 -0.0064 -0.0023
F -0.0075 -0.0183 0.0002
C -0.0461 0.0130 -0.0531
H 0.0003 0.0004 0.0018
C 0.0037 -0.0001 0.0007
C -0.0015 0.0179 0.0159
S -0.0056 -0.0077 0.0025
C -0.0136 0.0264 0.0040
H 0.0035 0.0012 0.0077
H 0.0002 -0.0037 -0.0015
C -0.0063 -0.0086 -0.0015
F -0.0061 0.0168 0.0129
F 0.0222 -0.0089 0.0182
H -0.0030 0.0041 0.0029
C 0.0074 -0.0030 0.0059
H 0.0009 -0.0054 0.0071
N -0.0415 0.0438 0.0091
H -0.0006 0.0009 -0.0034
C -0.0105 -0.0139 0.0109
S 0.0650 0.0136 -0.0171